[1]
{"formula": "C4H11NO3", "method": "wB97M-V/def2-TZVPD", "species": ["C", "C", "O", "O", "C", "N", "C", "O", "H", "H", "H", "H", "H", "H", "H", "H", "H", "H", "H"], "positions_angstrom": [[-1.353, 1.053, 0.355], [-0.836, -0.099, -0.496], [-0.919, 0.232, -1.869], [-1.669, -1.201, -0.251], [0.694, -0.527, -0.255], [1.582, 0.509, -0.714], [0.901, -0.811, 1.217], [1.296, 0.360, 1.974], [-0.751, 1.937, 0.166], [-1.273, 0.796, 1.406], [-2.403, 1.231, 0.128], [-1.828, 0.482, -2.075], [-1.373, -1.939, -0.799], [0.835, -1.467, -0.818], [1.238, 1.016, -1.520], [2.509, 0.142, -0.896], [1.700, -1.556, 1.342], [0.024, -1.183, 1.751], [1.623, 1.028, 1.353]], "gap_ev": 10.51, "lumo_ha": 0.0253, "relative_energy_kcal_mol": 27.2, "smiles": "CC(O)(O)[C@@H](N)CO"}

---

[2]
{"formula": "C3H6N2O2", "method": "wB97M-V/def2-TZVPD", "species": ["C", "C", "C", "N", "O", "N", "O", "H", "H", "H", "H", "H", "H"], "positions_angstrom": [[-0.657, 0.503, 1.311], [0.730, -0.150, -0.538], [-0.347, -0.730, 0.668], [-0.004, 0.295, -1.666], [0.757, 1.319, 0.472], [-0.428, -1.937, 0.993], [1.748, -0.803, -0.675], [0.697, 1.995, -0.223], [-0.956, 0.593, -1.509], [0.131, -0.301, -2.471], [0.151, -2.511, 0.370], [-1.504, 1.074, 0.939], [-0.318, 0.654, 2.329]], "gap_ev": 8.48, "lumo_ha": -0.0055, "relative_energy_kcal_mol": 113.9}